(1)
Here is a structure of composition C23H31N5O4ReS4 at a distorted geometry from the OMol25 dataset. Energies are from wB97M-V/def2-TZVPD.

Summary:
Multiplicity: 4
Maximum force: 0.0768 hartree/bohr
Expectation value of S²: 3.771
Orbital gap (alpha / beta): 0.2392 / 0.2050 Ha
Net charge: +2
Calculated total energy: -3140.1832 hartree
Relative energy (zero: lowest compared OMol25 entry of this formula, charge and spin): 0.500 eV

```
68
C23H31N5O4ReS4, DFT wB97M-V/def2-TZVPD
Re -5.2591 6.5281 16.6648
S -5.7114 4.8551 12.7212
S -7.8670 5.3736 18.0481
S -3.9932 2.3559 13.1473
S -7.0620 1.1898 15.0989
O -2.8440 5.3577 17.6934
O -2.9508 7.5777 18.2118
O -6.4730 6.2409 18.2514
O -5.3001 4.6477 16.3216
N -4.0614 9.2679 15.4493
N -3.8570 8.5478 13.2963
N -5.6444 8.4312 16.9500
N -4.4044 10.4172 17.4610
N -4.6143 7.0291 14.9020
C -3.8546 11.6669 16.8256
C -10.3361 6.8091 17.8955
C -8.6388 6.0022 19.6119
C -6.8859 1.1850 17.6892
C -4.2536 3.0133 14.7929
C -3.4597 6.5845 17.7336
C -4.2370 8.2512 14.5263
C -7.3333 0.4279 16.6085
C -8.2948 4.7580 12.9766
C -6.1867 2.2965 17.2810
C -9.1942 6.3073 16.9917
C -6.2979 2.5295 15.9657
C -2.4487 1.7944 13.5495
C -5.5482 3.6525 15.3203
C -3.1291 2.7044 15.5776
C -7.2971 5.2550 12.2002
C -2.0968 1.9955 14.8707
C -1.8100 5.1846 18.7513
C -9.8333 6.9352 19.3508
C -6.3567 4.1564 14.1726
C -7.7276 4.1522 14.1595
C -5.0228 10.4982 18.8168
C -4.6835 9.3866 16.6635
H -9.0070 5.0661 20.0608
H -10.6690 6.6362 20.1023
H -3.0067 2.8763 16.6528
H -2.8958 11.3861 16.3995
H -4.7571 9.5274 19.2604
H -6.9720 0.9173 18.7613
H -7.9739 6.4136 20.3306
H -4.6987 6.3286 14.0986
H -8.6306 7.1607 16.5343
H -9.4530 5.6776 16.1483
H -5.6315 2.9435 17.9753
H -6.1919 8.5793 17.8316
H -3.6762 12.4081 17.6110
H -8.3520 3.7485 15.0278
H -0.8341 4.8308 18.3575
H -11.0952 6.0370 17.8781
H -4.4053 11.2593 19.3814
H -7.4657 5.8327 11.2613
H -1.1002 1.7229 15.2888
H -3.5064 9.5216 13.1240
H -6.0978 10.7171 18.7422
H -1.8373 1.2880 12.8505
H -2.3087 4.4778 19.4605
H -4.4917 12.0857 16.0406
H -9.3993 4.8405 12.8185
H -1.6412 6.1222 19.2616
H -3.5092 10.1119 15.0987
H -10.8327 7.6628 17.4536
H -3.9196 7.8730 12.5350
H -7.7975 -0.5438 16.6508
H -9.4742 7.9583 19.6549
```

In the Löwdin picture, each atom carries the following charge in e: 1.56, 1.01, 1.13, 1.01, 1.08, -0.13, 0.03, -0.68, -0.34, 0.17, 0.22, -0.07, -0.11, -0.04, 0.01, -0.20, -0.30, -0.17, -0.41, -0.50, -0.42, -0.38, -0.14, -0.17, -0.25, -0.48, -0.42, -0.56, -0.10, -0.39, -0.15, 0.00, -0.20, -0.51, -0.14, 0.01, -0.37, 0.10, 0.15, 0.11, 0.09, 0.09, 0.12, 0.09, 0.04, 0.10, 0.07, 0.13, 0.09, 0.11, 0.13, 0.11, 0.11, 0.12, 0.10, 0.12, 0.16, 0.11, 0.06, 0.11, 0.11, 0.13, 0.07, 0.18, 0.12, 0.14, 0.07, 0.12

(2)
Here is a structure of composition C24H71N12NaO13V at a distorted geometry from the OMol25 dataset. Energies are from wB97M-V/def2-TZVPD.

Summary:
Multiplicity: 2
Maximum force: 0.0677 hartree/bohr
Expectation value of S²: 0.762
Orbital gap (alpha / beta): 0.3706 / 0.3819 Ha
Net charge: +2
Calculated total energy: -3698.5157 hartree

```
122
C24H71N12NaO13V, DFT wB97M-V/def2-TZVPD
V -1.5868 0.5884 2.3058
Na 1.9536 0.9810 4.7716
O -0.5933 1.3552 0.6594
O -3.3737 0.7153 1.2228
O 0.4290 -0.7404 5.0228
O -0.5937 -0.9994 2.1132
O -1.4469 2.4756 -2.6558
O -2.9317 -0.2262 3.6071
O -3.2593 -4.1357 -6.1545
O 4.8238 1.8682 -3.0065
O 3.8823 3.3490 1.6057
O 1.7537 3.1299 4.4324
O -4.8444 -0.4506 -3.3125
O -1.2371 1.7341 3.2918
O 3.6132 0.8761 2.8240
N 1.0158 2.7151 1.3912
N 5.2301 4.1320 -0.0803
N -2.8566 0.3117 -1.0092
N -4.4987 -1.6162 4.5835
N 0.5856 5.0726 4.9426
N 2.3480 5.0448 3.4086
N -5.1049 -0.8901 -5.6238
N 0.5776 2.4567 -0.9072
N 3.8608 2.2867 -0.4310
N -4.9042 -2.6420 -4.0189
N -2.9792 -2.3796 2.9755
N -4.9674 0.1674 -0.2778
C -1.4719 0.9750 -4.6366
C 5.7762 0.4689 1.8643
C 2.6763 1.0506 -3.7063
C 4.2532 3.2777 0.4156
C 4.1132 0.6500 -3.4759
C -2.3542 -5.1438 -5.6220
C -1.3633 -2.0198 6.1837
C -2.4057 3.3760 -4.7195
C 4.7643 -1.1280 3.4292
C 1.6282 4.3632 4.2756
C 0.3314 2.1078 0.3965
C -4.9837 -1.3056 -4.2763
C -1.1656 0.4724 6.5799
C -2.6802 -6.5140 -6.2267
C -0.4108 -0.8275 6.1599
C 0.6658 -1.3162 1.5214
C 1.2217 -2.6672 2.1724
C -3.4465 -1.4054 3.7036
C 4.5401 -0.1239 2.3300
C 0.5240 -1.3514 0.0551
C -2.4052 -5.0673 -4.0749
C -3.7127 0.4472 0.0357
C 4.2786 -0.4782 -2.4842
C -2.1536 2.1209 -3.8445
H -2.1238 -2.1367 2.4111
H -0.1473 2.2696 -1.6565
H 3.3065 1.6021 -0.0073
H 1.4466 -1.6161 -0.4659
H 4.4540 0.3323 -4.5178
H -1.3953 -4.9323 -5.9839
H 2.1600 5.9559 3.0683
H 0.7691 6.0502 5.0304
H -3.1547 0.0202 -1.9156
H 3.8586 1.7828 2.5976
H -5.6166 -0.0676 -5.6517
H 5.6294 0.9676 0.8998
H 0.8627 -2.6132 3.2353
H -0.4233 1.2420 6.8324
H -1.7962 3.2581 -2.2007
H 4.2230 2.1381 -1.3617
H -1.3892 -2.3195 7.2243
H 2.4178 1.5718 -2.7661
H -3.6654 -6.9531 -6.0200
H -3.4810 -3.1913 2.9268
H 1.2662 3.1924 -0.9590
H 0.2750 -0.4265 -0.3492
H 5.5931 -1.7374 3.1025
H -0.0498 -0.8678 4.1874
H -1.6189 -5.6383 -3.5698
H -5.2432 -0.0315 -1.2353
H 0.7329 -3.4773 1.6481
H -3.1805 1.8021 -3.5098
H -2.0109 0.7921 -0.8971
H -5.7736 0.3031 0.3511
H -3.3117 -5.4987 -3.6718
H 1.9331 3.1677 1.2208
H 0.6833 2.5443 2.3044
H -2.9856 4.0912 -4.1130
H -0.9132 -2.8992 5.7547
H 2.9362 4.5407 2.7820
H -4.4208 -3.1775 -4.7255
H -0.2450 -2.1107 -0.1871
H 6.6298 -0.2552 1.7856
H 3.8656 -1.6856 3.5851
H -3.5661 -4.6002 -7.0117
H -4.8534 -0.7647 5.0455
H -1.7440 0.3014 7.4558
H 0.2949 4.4658 5.7031
H -1.5014 3.8319 -5.0739
H -2.5822 -6.4947 -7.3444
H -1.8699 -7.1561 -5.8939
H 5.3130 -0.6537 -2.3120
H 5.4110 5.0075 0.3998
H -3.0872 3.0451 -5.5070
H -1.9834 0.7586 -5.5801
H 3.8504 -1.4451 -2.8263
H 1.3350 -0.5064 1.8166
H -4.6740 -2.9442 -3.1119
H 5.4348 4.1865 -1.0561
H -2.4266 -4.0307 -3.6449
H 4.0302 -0.6220 1.4732
H -0.4063 1.2289 -4.7793
H -1.3652 0.0928 -4.0039
H 0.2542 -1.0088 7.0168
H 5.7505 1.6067 -3.1495
H 6.0909 1.2560 2.5535
H 2.4800 1.8235 -4.5092
H -5.3577 -1.5486 -6.3448
H 5.0147 -0.6207 4.3153
H 2.2864 -2.8155 2.0557
H -4.7742 -2.5429 4.8510
H -1.8940 0.8911 5.9138
H 1.9326 0.2855 -3.7399
H 3.7862 -0.2460 -1.4756
H -2.3906 -1.9109 5.8449
```

Results of the Löwdin charge analysis, in e, for atoms 1 through 99: 1.00, 0.56, -0.07, -0.05, -0.09, -0.35, -0.11, -0.11, -0.11, -0.09, -0.05, -0.05, -0.08, -0.28, -0.09, 0.23, 0.19, 0.22, 0.18, 0.17, 0.21, 0.17, 0.19, 0.20, 0.18, 0.23, 0.20, -0.03, -0.06, -0.07, -0.58, -0.45, -0.45, -0.04, -0.04, -0.02, -0.59, -0.59, -0.52, -0.03, -0.06, -0.43, -0.48, 0.00, -0.58, -0.50, -0.05, -0.05, -0.57, -0.05, -0.45, 0.12, 0.08, 0.07, 0.09, 0.16, 0.11, 0.12, 0.09, 0.07, 0.04, 0.07, 0.07, 0.08, 0.08, 0.12, 0.05, 0.09, 0.05, 0.09, 0.09, 0.10, 0.03, 0.09, 0.06, 0.08, 0.08, 0.07, 0.13, 0.05, 0.15, 0.07, 0.09, 0.06, 0.09, 0.08, 0.06, 0.06, 0.11, 0.12, 0.06, 0.13, 0.14, 0.07, 0.11, 0.08, 0.10, 0.08, 0.07

(3)
Here is a structure of composition C47H68BMoN11PS3Te from the OMol25 dataset. Energies are from wB97M-V/def2-TZVPD.

Summary:
Multiplicity: 3
Maximum force: 0.0174 hartree/bohr
Expectation value of S²: 2.121
Orbital gap (alpha / beta): 0.2132 / 0.2156 Ha
Net charge: +3
Calculated total energy: -4330.2846 hartree
Relative energy (zero: lowest compared OMol25 entry of this formula, charge and spin): 0.000 eV

```
133
C47H68BMoN11PS3Te, DFT wB97M-V/def2-TZVPD
Te 0.7754 -2.5262 1.1343
Mo -0.0196 0.3506 0.4201
S 1.5055 1.6937 1.8597
S 2.6222 -0.4178 -0.0544
S -0.4407 -0.5281 2.8918
P -0.1758 -0.8112 -2.0412
N 4.3596 1.5036 -0.8911
N 5.1536 -0.6569 -0.7187
N -2.1430 1.2563 4.1496
N -0.4638 2.5837 -0.1447
N -0.9342 -3.1132 -3.3668
N -2.3586 -0.8077 4.8023
N 2.1164 1.9580 4.4535
N 1.1615 -2.0934 -4.0903
N -0.9542 -1.0914 -4.6957
N -2.1699 0.6056 0.2547
N 0.0243 2.4676 4.1280
C -1.0210 -0.1499 -3.6018
C 0.7886 -5.0581 -0.3854
C -0.9876 -7.1547 -0.8149
C 0.5088 4.8906 1.6530
C 5.1457 -1.9587 -0.0595
C -3.2398 -0.0522 5.5457
C -4.4905 -0.9814 -2.1600
C 0.4324 3.6466 -0.6043
C -0.4649 -5.0425 0.2177
C 1.6217 2.4068 5.6557
C 6.1882 -0.5258 -1.7528
C -1.7148 0.0118 3.9463
C 4.1425 0.2180 -0.6124
C 0.4168 -1.3593 -5.1087
C 0.4474 -3.3360 -3.7898
C 0.1845 2.5910 -2.8774
C 2.0709 5.6272 -1.6813
C 1.5401 4.6434 -2.4979
C -1.0087 -2.4859 -2.0637
C -3.1057 1.2295 5.1338
C -2.6060 1.8041 0.4713
C 0.7310 3.6473 -1.9725
C -3.5224 1.3062 -2.2026
C 0.9052 4.6727 0.2229
C -2.2204 4.3037 0.1812
C 1.4140 -1.2941 -2.9098
C 3.4952 1.5342 4.2355
C 1.7416 -3.9095 -0.1822
C -1.6513 2.9252 0.2023
C -1.6305 -2.3482 -4.3945
C 1.1502 -6.1307 -1.2000
C -3.5042 -1.5700 1.9367
C 0.2681 -7.1742 -1.4123
C 1.1317 2.0050 3.5336
C -4.4453 -2.3673 -0.2191
C 1.7496 5.6309 -0.3387
C -4.0070 2.1170 0.8646
C -3.6844 -0.0366 -1.5340
C -3.6469 -1.4435 0.4526
C -2.1493 -2.2399 4.9912
C -0.8824 -3.8824 1.0879
C 0.3208 2.7123 5.4499
C -3.1684 -0.3407 -0.2583
C 5.6624 2.1479 -0.6966
C 3.2739 2.4288 -1.1483
C -1.3519 -6.0940 -0.0058
C -4.8295 -2.1682 -1.5321
B -1.4286 2.5007 3.5634
H 0.0322 5.8684 1.7525
H -0.5439 0.7742 -3.9135
H -2.6499 -2.1435 -4.0643
H -0.4187 3.0917 6.1331
H -1.6782 -7.9704 -0.9790
H 6.3147 1.5102 -0.1094
H 0.9739 -3.8913 -3.0140
H -1.0684 -4.1844 2.1186
H -2.5499 4.5812 1.1850
H -2.0593 0.0501 -3.3808
H -2.0057 3.4947 3.9052
H -3.0981 4.3233 -0.4675
H -1.3576 2.3626 2.3793
H -2.8879 -2.8129 4.4346
H -3.5918 2.1271 5.4727
H -3.7300 1.2324 -3.2688
H 2.0477 -3.4366 -1.1111
H 0.9237 -0.4172 -5.3256
H -1.7663 -3.3817 0.6973
H 0.5573 -8.0061 -2.0399
H 4.1073 2.3783 3.9221
H 2.3796 1.8741 -1.4103
H -4.5745 1.2137 1.0700
H -3.8594 -0.4914 6.3079
H 2.7046 6.4006 -2.0940
H -1.6720 -2.9454 -5.3055
H -2.5299 1.7386 -2.0800
H 2.0521 -1.8320 -2.2170
H -4.5342 2.7038 0.1136
H 3.5133 0.7634 3.4702
H -0.1778 4.1437 2.0223
H 4.7155 -2.7237 -0.7102
H 3.0736 3.0521 -0.2736
H -4.2540 2.0128 -1.8078
H -4.8844 -0.7619 -3.1451
H -0.5036 -3.1286 -1.3481
H 0.5030 1.6034 -2.5367
H 0.4339 -3.9447 -4.6942
H -4.3690 -2.1027 2.3320
H 6.2618 -1.4813 -2.2715
H 2.1219 6.4217 0.3012
H 5.9086 0.2343 -2.4746
H -0.9062 2.5946 -2.9013
H 1.9445 -0.3772 -3.1845
H 3.5493 3.0739 -1.9827
H -2.2459 -2.4646 6.0502
H -2.0489 -2.3762 -1.7520
H 2.1303 -6.1492 -1.6623
H 4.5872 -1.9145 0.8703
H 0.3948 -1.9573 -6.0198
H -3.4821 -0.5846 2.3972
H 2.6435 -4.2061 0.3547
H -1.5086 5.0381 -0.1778
H 1.7480 4.6456 -3.5606
H -5.4525 -2.8947 -2.0361
H -2.3286 -6.0830 0.4629
H 2.2367 2.4730 6.5358
H -1.1478 -2.5050 4.6642
H 6.1769 -2.2299 0.1609
H 3.8811 1.1331 5.1687
H 5.4911 3.0728 -0.1459
H -4.8169 -3.2265 0.3261
H 0.5389 2.7310 -3.8976
H -2.6049 -2.1010 2.2377
H 7.1619 -0.2880 -1.3263
H 1.3881 4.8974 2.2989
H -3.9623 2.7334 1.7669
H 6.1434 2.3937 -1.6427
```

Results of the Löwdin charge analysis, in e, for atoms 1 through 99: 1.32, 0.89, 0.66, 0.52, 0.56, 0.99, -0.17, -0.19, 0.01, 0.03, -0.11, -0.10, -0.10, -0.13, -0.12, -0.02, 0.01, -0.28, -0.30, -0.04, -0.04, -0.06, 0.00, -0.03, -0.22, -0.29, 0.00, -0.02, -0.63, -0.62, -0.16, -0.15, -0.05, -0.04, -0.04, -0.29, -0.01, -0.29, -0.24, -0.03, -0.24, 0.04, -0.33, 0.00, -0.38, -0.29, -0.15, -0.03, -0.04, -0.04, -0.66, -0.02, -0.02, 0.03, -0.22, -0.22, 0.01, -0.37, -0.01, -0.20, -0.01, -0.07, -0.02, -0.03, -0.46, 0.11, 0.06, 0.12, 0.14, 0.12, 0.10, 0.11, 0.07, 0.12, 0.05, 0.10, 0.11, 0.04, 0.09, 0.14, 0.10, 0.03, 0.14, 0.04, 0.12, 0.11, 0.04, 0.11, 0.14, 0.12, 0.14, 0.05, 0.02, 0.10, 0.07, 0.02, 0.09, 0.08, 0.09

(4)
Here is a cluster of 2 separate species, C11H14O3S in total at a distorted geometry from the OMol25 dataset. Energies are from wB97M-V/def2-TZVPD.

Summary:
Maximum force: 0.0754 hartree/bohr
Orbital gap: 0.2915 Ha
Calculated total energy: -1051.2311 hartree
Relative energy (zero: lowest compared OMol25 entry of this formula, charge and spin): 4.091 eV

```
29
C11H14O3S, DFT wB97M-V/def2-TZVPD
S 0.4678 1.3436 -0.2675
O 1.5138 -2.7660 -0.4481
O 0.0336 2.4209 -1.1771
O -0.0542 -2.4512 1.3377
C 1.5738 2.0373 1.0503
C -0.7260 -1.7213 0.1058
C 2.5711 -2.9846 0.4703
C -2.9073 1.0609 1.0084
C -2.7422 1.0134 -1.3293
C -3.1739 1.7011 -0.1818
C -1.6507 -0.7075 -0.0216
C 0.3248 -2.4485 0.0596
C -1.9398 -0.1403 -1.2295
C 1.8487 0.5128 -1.2723
C -2.1564 -0.1088 1.0774
H 2.6135 1.1916 -1.3885
H 1.7767 3.1419 0.7683
H -1.8689 -0.4737 2.0644
H 1.1129 1.9911 2.0366
H 2.7234 -4.0171 0.7672
H -3.0945 1.5765 1.9504
H -3.5551 2.7505 -0.2744
H 2.0131 -0.4140 -0.7414
H 3.4207 -2.6383 0.0278
H 2.3555 -2.4111 1.3737
H -2.8880 1.3790 -2.3741
H -1.4572 -0.4615 -2.1298
H 1.4202 0.1957 -2.2645
H 2.4445 1.4277 1.0019
```

In the Löwdin picture, each atom carries the following charge in e: 0.86, -0.01, -0.53, 0.07, -0.23, 0.01, -0.03, -0.09, -0.08, -0.09, -0.32, -0.35, -0.09, -0.18, -0.07, 0.02, 0.09, 0.13, 0.04, 0.10, 0.11, 0.12, 0.01, 0.06, 0.10, 0.12, 0.12, 0.08, 0.01